This record from the Open Molecules 2025 dataset describes a cluster of 4 separate species, C18H29B3O16 in total in a non-equilibrium geometry. The level of theory is ωB97M-V/def2-TZVPD.

Calculated values
**SMILES**: CC(=O)OC(=O)CB1OBOB(CCO)O1.C[C@@H]1COC(=O)O1.C[C@@H]1COC(=O)O1.C[C@@H]1COC(=O)O1
**Total charge**: 0
**HOMO**: -0.365 hartree
**Largest force on an atom**: 2.0 eV/A
**LUMO energy**: 0.39 eV

Cartesian coordinates (Å):
C 4.3054 0.4667 -2.3720
C 4.0456 1.5942 -1.4234
O 3.6336 1.4643 -0.2898
O 4.3071 2.8681 -1.9028
C 3.1959 3.6824 -2.1617
O 3.2325 4.8459 -1.8421
C 2.0900 3.0136 -2.9165
B 0.6694 3.6979 -2.8874
O 0.2620 4.6434 -1.9671
B -0.9156 4.2288 -1.3372
O -1.9200 3.6678 -2.1078
B -1.4180 2.7560 -3.0299
C -1.9515 1.2982 -3.1827
C -2.9839 0.9002 -2.1385
O -3.0208 -0.5227 -2.0270
O -0.2910 3.1805 -3.7516
H 3.4352 -0.1850 -2.3703
H 4.5437 0.8132 -3.3699
H 5.1338 -0.1201 -1.9767
H 1.9342 1.9766 -2.6151
H 2.4268 2.9544 -3.9556
H -0.9811 4.2467 -0.1574
H -1.0843 0.6485 -3.0344
H -2.3187 1.1214 -4.1925
H -3.9667 1.2904 -2.4051
H -2.7265 1.3459 -1.1756
H -3.1450 -0.7538 -1.1086
C 2.0891 -2.8667 2.5168
C 1.4880 -1.7129 1.7612
C 2.0897 -0.3551 2.0374
O 0.9799 0.5207 1.7689
C -0.1475 -0.1672 2.0280
O -1.2298 0.3235 2.1157
O 0.1121 -1.4808 2.1575
H 1.9237 -2.7635 3.5902
H 1.6350 -3.7996 2.1928
H 3.1605 -2.9221 2.3260
H 1.4920 -1.9219 0.6888
H 2.9311 -0.1061 1.3979
H 2.3737 -0.2306 3.0859
C -0.8657 -7.2774 -1.7696
C 0.4296 -6.6633 -1.3052
C 0.4902 -6.3244 0.1699
O 1.4161 -5.2261 0.1826
C 1.3210 -4.5982 -1.0139
O 1.7825 -3.5286 -1.2463
O 0.6349 -5.3586 -1.8892
H -1.6877 -6.5731 -1.6433
H -0.8160 -7.5487 -2.8227
H -1.0773 -8.1773 -1.1923
H 1.2797 -7.2875 -1.5919
H 0.8520 -7.1345 0.7967
H -0.4732 -5.9701 0.5443
C -3.1443 3.0030 5.2393
C -2.8783 2.8914 3.7601
C -2.1101 4.0478 3.1569
O -2.5790 4.0451 1.8005
C -3.8362 3.5350 1.8036
O -4.5887 3.5871 0.8880
O -4.1023 2.9568 2.9963
H -3.7832 3.8617 5.4494
H -3.6452 2.1124 5.6155
H -2.2034 3.1205 5.7767
H -2.3922 1.9436 3.5246
H -1.0313 3.9197 3.1856
H -2.3812 5.0025 3.6160

Results of the natural (NBO) charge analysis, in e, for atoms 1 through 6: atom 1 (C): -0.741, atom 2 (C): 0.811, atom 3 (O): -0.552, atom 4 (O): -0.554, atom 5 (C): 0.820, atom 6 (O): -0.505

This record from the Open Molecules 2025 dataset describes a structure of composition C18H29BrCl24In in a non-equilibrium geometry. The level of theory is ωB97M-V/def2-TZVPD.

Calculated values
**Total charge**: -1
**HOMO**: -0.173 hartree
**Largest force on an atom**: 1.6 eV/A
**LUMO energy**: 1.38 eV

Cartesian coordinates (Å):
C 2.9912 1.1959 3.3162
C 2.7069 0.2353 2.1833
C 2.5335 0.9088 0.8420
C 2.6401 -1.0923 2.4148
C 1.5261 -2.0429 2.0556
C 0.5906 -1.6604 0.8942
C -0.8952 -1.8029 1.2487
C -1.7517 -1.6610 -0.0106
C -1.2945 -0.8686 2.4258
C -2.2033 0.3231 2.0911
In -4.3342 -0.1826 1.7896
Br -5.8713 1.6080 2.9220
H 3.9725 1.6810 3.2456
H 2.2116 1.9553 3.2322
H 2.9192 0.6954 4.2786
H 1.6551 1.5608 0.7877
H 2.4962 0.1813 0.0360
H 3.4259 1.5260 0.7023
H 3.4536 -1.5319 2.9952
H 1.9522 -3.0291 1.8327
H 0.9293 -2.1821 2.9611
H 0.7442 -0.6374 0.5608
H 0.8058 -2.3257 0.0546
H -1.0400 -2.8376 1.5866
H -1.2374 -2.1858 -0.8228
H -1.8871 -0.6294 -0.3300
H -2.7200 -2.1482 0.1077
H -0.3578 -0.4716 2.8448
H -1.7291 -1.4733 3.2261
H -1.8093 0.8857 1.2397
H -2.1638 1.0072 2.9457
H -4.7206 -1.8030 2.3696
H -4.6919 -0.1132 0.0470
C -6.8467 -4.4416 2.4380
Cl -7.6362 -3.1869 1.4935
Cl -5.3095 -4.9146 1.7067
Cl -6.6242 -3.9458 4.1154
H -7.4883 -5.3122 2.4347
C 2.2100 4.9790 4.4275
Cl 0.7992 3.9314 4.4178
Cl 3.3062 4.5638 5.7490
Cl 3.0540 4.9395 2.8753
H 1.8683 5.9937 4.5831
C 1.2123 9.5352 5.4328
Cl 1.6683 8.8863 7.0060
Cl 2.3260 10.8047 4.9257
Cl 1.1335 8.2505 4.2261
H 0.2251 9.9690 5.5194
C 1.1373 -1.8203 -3.4552
Cl -0.0550 -3.0835 -3.7764
Cl 0.3917 -0.4450 -2.6544
Cl 2.4818 -2.4568 -2.4989
H 1.5384 -1.5039 -4.4082
C -8.6776 -3.9043 -2.9266
Cl -7.7100 -4.4073 -1.5493
Cl -10.3014 -4.6086 -2.8527
Cl -8.7641 -2.1477 -3.0267
H -8.2048 -4.2677 -3.8289
C 3.5132 -0.7749 -7.0975
Cl 4.4847 -1.2986 -5.7272
Cl 1.8739 -1.4234 -6.9747
Cl 3.4838 0.9846 -7.2102
H 3.9562 -1.1644 -8.0042
C 8.2672 -2.8388 -4.9548
Cl 9.3778 -1.7080 -4.1820
Cl 6.8579 -3.1282 -3.9366
Cl 7.7901 -2.2538 -6.5497
H 8.7845 -3.7795 -5.0859
C -0.6551 2.4884 -5.3369
Cl -1.5347 3.6580 -6.3268
Cl 0.8928 2.0722 -6.0786
Cl -0.4252 3.0901 -3.7019
H -1.2480 1.5846 -5.2805

Results of the Mulliken charge analysis, in e, for atoms 1 through 6: atom 1 (C): -1.040, atom 2 (C): 1.110, atom 3 (C): -1.364, atom 4 (C): -0.863, atom 5 (C): -0.816, atom 6 (C): 0.145

This record from the Open Molecules 2025 dataset describes the molecule C18H29Cl in a non-equilibrium geometry. The level of theory is ωB97M-V/def2-TZVPD.

Calculated values
**Energy above the lowest of the compared OMol25 structures with the same formula, charge and spin**: 0.0 kcal per mole
**SMILES**: CCc1ccc(CC[C@@H](C)CCCC(C)(C)Cl)cc1
**Total charge**: 0
**HOMO**: -0.319 hartree
**Largest force on an atom**: 3.6 eV/A
**LUMO energy**: 0.79 eV

Cartesian coordinates (Å):
Cl 2.4860 -2.9380 -2.9457
C -3.2615 0.3874 0.1188
C -3.6094 0.8593 2.4122
C -1.8277 0.5260 0.3469
C -2.2068 1.0589 2.6975
C -4.1923 0.5787 1.1852
C -1.2786 0.8389 1.5760
C -6.4727 1.7078 0.8094
C 3.4955 -1.1752 2.3360
C 1.0412 -0.7781 -3.5363
C 3.4147 -0.8709 -4.3064
C -5.6987 0.3428 1.0274
C 0.2356 0.9645 1.7441
C 2.2515 -0.5157 -0.6205
C 0.9976 -0.4269 1.9305
C 2.8608 0.3800 0.4929
C 3.0203 -0.4652 -1.8990
C 2.4935 0.0135 1.9292
C 2.4223 -1.1796 -3.1467
H -3.5677 0.0629 -0.9085
H -4.2466 0.9170 3.2336
H -1.1066 0.3105 -0.3664
H -2.0167 1.3389 3.7579
H -7.4404 1.4146 0.3111
H -6.1439 2.3347 -0.0874
H -6.6706 2.3138 1.7090
H 3.1317 -1.6190 3.3182
H 3.4438 -2.0168 1.6401
H 4.5766 -0.8447 2.3684
H 0.2610 -1.2897 -3.0743
H 1.0345 0.2926 -3.3339
H 0.8306 -1.0551 -4.5649
H 4.4271 -0.8644 -3.8226
H 3.3709 -1.6874 -5.1208
H 3.1521 0.1050 -4.7204
H -5.8622 -0.2429 0.1213
H -6.0092 -0.1032 2.0072
H 0.5327 1.7782 2.4453
H 0.5378 1.4725 0.7577
H 2.4617 -1.5695 -0.3591
H 1.2400 -0.3587 -0.8821
H 0.6452 -1.1550 1.1763
H 0.9646 -1.0122 2.8589
H 3.9918 0.1850 0.4785
H 2.5019 1.3478 0.3164
H 4.0601 -0.8983 -1.7301
H 3.1387 0.6054 -2.1936
H 2.5897 0.9296 2.5127

Results of the natural (NBO) charge analysis, in e, for atoms 1 through 6: atom 1 (Cl): -0.080, atom 2 (C): -0.199, atom 3 (C): -0.205, atom 4 (C): -0.225, atom 5 (C): -0.211, atom 6 (C): -0.024

This record from the Open Molecules 2025 dataset describes a structure of composition C18H29F3NO5P2RuS in a non-equilibrium geometry. The level of theory is ωB97M-V/def2-TZVPD.

Calculated values
**Energy above the lowest of the compared OMol25 structures with the same formula, charge and spin**: 13.7 kcal per mole
**Total charge**: +1
**Spin multiplicity**: 5
**HOMO (spin up / spin down)**: -0.353 / -0.429 hartree
**Largest force on an atom**: 3.2 eV/A
**LUMO energy (spin up / spin down)**: -3.21 / -6.77 eV

Cartesian coordinates (Å):
C -0.3419 -4.1306 1.2279
C 0.1219 -2.8726 0.8205
N -0.7502 -1.8456 0.6394
C -2.0751 -2.0574 0.6887
C -2.5777 -3.3080 1.0355
C -1.7070 -4.3446 1.3400
C 1.5289 -2.6977 0.4090
P 2.0076 -0.9300 0.3046
Ru 0.0012 0.1012 0.0766
P -2.1247 0.3925 -0.6374
C -2.9832 -0.8947 0.3722
C 0.8993 1.8602 -0.6749
C 1.5232 2.7219 0.2203
C 1.9741 3.9717 -0.2071
C 1.7954 4.3643 -1.5389
C 1.1955 3.4790 -2.4445
C 0.7798 2.2139 -2.0201
O 1.5198 -3.5752 -1.9649
O -0.4589 -2.3307 -2.6507
H 0.3863 -4.9191 1.4080
H -3.6571 -3.4117 1.0618
H -2.0965 -5.3127 1.6322
C 2.9254 -0.3860 1.7699
C 3.2274 -0.8313 -1.0355
H -3.8687 -1.2328 -0.1778
H -3.3091 -0.3985 1.2996
H 1.6348 -3.2371 -0.8313
H 2.2315 -3.3008 0.9873
C -2.8371 1.9924 -0.2365
C -2.5363 -0.0006 -2.3378
H 1.6866 2.4138 1.2490
H 2.4556 4.6427 0.5085
H 2.1188 5.3589 -1.8702
H 1.0568 3.7698 -3.4885
H 0.3686 1.4979 -2.7297
H 0.2557 -1.1112 -1.4592
H -0.4032 -2.2135 -3.6156
H 0.3534 -2.9819 -2.4069
H 1.6727 -4.5389 -1.9497
H -0.1294 -0.1294 -1.5955
H 3.7593 -1.0703 1.9757
H 3.3199 0.6228 1.5762
H 2.2543 -0.3283 2.6367
H 4.1871 -1.2410 -0.6912
H 2.8637 -1.4186 -1.8873
H 3.3488 0.2234 -1.3144
H -3.6271 -0.1029 -2.4247
H -2.1772 0.8209 -2.9742
H -2.0241 -0.9422 -2.6136
H -3.8684 2.0609 -0.6057
H -2.8033 2.1441 0.8494
H -2.2165 2.7654 -0.7066
F -0.0784 4.1974 3.9143
C -0.8327 3.4486 3.0862
F -2.1427 3.6217 3.3584
F -0.6204 3.8740 1.8173
S -0.3641 1.6355 3.2304
O 1.1002 1.6538 3.1721
O -0.9726 1.1869 4.4427
O -0.9701 1.0604 1.9798

Results of the Mulliken charge analysis, in e, for atoms 1 through 6: atom 1 (C): -0.944, atom 2 (C): 0.396, atom 3 (N): 0.851, atom 4 (C): 0.412, atom 5 (C): -0.867, atom 6 (C): -0.580